No. 1
Below is an isolated ion of composition C12H15N2O and charge +1 in a non-equilibrium geometry, with properties calculated with ωB97M-V/def2-TZVPD.

Total charge: +1
Spin multiplicity: 1
Max |F| (eV Å⁻¹): 3.24
Orbital gap (alpha / beta) (eV): 7.752 / 6.549
Total energy (eV): -17702.7301
Relative energy (zero: lowest compared OMol25 entry of this formula, charge and spin) (eV): 5.632
E_HOMO (alpha / beta) (eV): -11.837 / -12.071

Geometry (Å):
C (-2.31925, 2.05205, 0.20766)
C (-3.04692, -0.31019, 0.27308)
C (-1.05693, 1.70658, 0.62596)
C (-1.79609, -0.66148, 0.60164)
C (-3.34029, 1.07349, -0.02594)
C (-0.80293, 0.33974, 0.70891)
C (1.82030, -0.89869, -1.06684)
C (1.47357, 0.52244, 1.41394)
C (1.42711, -1.14692, -2.31133)
C (2.88260, -0.13442, 0.92695)
C (-4.70352, 1.63399, -0.29169)
C (4.00709, -1.84441, -0.52266)
N (0.48784, -0.06506, 0.77588)
N (2.73795, -1.27270, -0.03099)
O (1.51581, 1.37365, 2.28784)
H (-2.56469, 3.12310, 0.06786)
H (-3.85113, -0.97476, 0.32113)
H (-0.18498, 2.38493, 0.79576)
H (-1.55067, -1.65265, 0.94804)
H (1.99579, -1.71765, -2.95609)
H (0.34398, -0.98743, -2.64884)
H (3.58229, 0.54846, 0.36148)
H (3.30265, -0.46795, 1.91738)
H (-5.11617, 1.88229, 0.63160)
H (-4.68877, 2.51894, -0.88811)
H (-5.39047, 0.90564, -0.56274)
H (4.69717, -1.86340, 0.37053)
H (3.82293, -2.88324, -0.90907)
H (4.33674, -1.31261, -1.43646)
H (1.97898, -1.87178, 0.41513)

Cartesian forces (eV/Å) of the 6 atoms listed first:
C -0.5 0.6 -0.2
C -0.7 2.7 -0.5
C 0.0 0.7 -0.6
C 0.6 0.0 0.6
C 1.1 0.5 1.0
C 1.8 -0.7 -0.1

natural (NBO) atomic charge list, values in e, 6 entries: atom 1 (C): -0.22, atom 2 (C): -0.22, atom 3 (C): -0.15, atom 4 (C): -0.15, atom 5 (C): 0.13, atom 6 (C): 0.14

No. 2
Below is C16H27BF4FeN2O8PSe as an isolated structure, with properties calculated with ωB97M-V/def2-TZVPD.

Total charge: -2
Spin multiplicity: 6
Max |F| (eV Å⁻¹): 0.65
Orbital gap (alpha / beta) (eV): 6.530 / 6.366
Total energy (eV): -156971.0204
Relative energy (zero: lowest compared OMol25 entry of this formula, charge and spin) (eV): 0.363
E_HOMO (alpha / beta) (eV): -2.040 / -1.882

Geometry (Å):
Fe (0.57969, -0.03644, 0.65028)
N (-1.02454, 0.27470, -0.82000)
N (-2.10104, -0.50277, -0.35152)
C (-1.80812, -1.60335, 0.47120)
O (-2.70065, -2.43697, 0.64439)
O (-0.63527, -1.61688, 0.99456)
H (-1.27717, 1.26049, -0.86744)
H (-0.70872, -0.03118, -1.73472)
H (-2.86491, -0.65096, -0.99188)
C (-0.71978, 6.40285, 2.49912)
O (0.23917, 5.96614, 3.44972)
C (0.64067, 4.66478, 3.34745)
C (1.59817, 4.24997, 4.30197)
C (2.06732, 2.96588, 4.24146)
C (1.62469, 2.02743, 3.28369)
C (2.12180, 0.66251, 3.25643)
C (3.36004, 0.26728, 4.03750)
O (1.62100, -0.23788, 2.57787)
C (0.64154, 2.45643, 2.33134)
O (0.16853, 1.72530, 1.40633)
C (0.17475, 3.80263, 2.39589)
H (-0.92057, 7.44678, 2.73193)
H (-1.64382, 5.82534, 2.57266)
H (-0.34327, 6.31666, 1.47807)
H (1.94234, 4.95291, 5.04843)
H (2.80141, 2.66542, 4.97699)
H (3.60572, 0.90687, 4.88004)
H (4.19044, 0.29379, 3.32751)
H (3.24044, -0.76243, 4.36972)
H (-0.53372, 4.08302, 1.62820)
C (3.74716, -4.87453, -2.86458)
C (3.03200, -4.11460, -1.76894)
O (1.68150, -4.57956, -1.71104)
P (0.71092, -3.66696, -0.70144)
O (-0.58360, -4.66417, -0.77802)
C (-1.04722, -5.23065, 0.44989)
C (-1.14863, -6.73506, 0.30151)
O (0.21102, -2.53596, -1.75438)
C (-0.17443, -2.83135, -3.09484)
C (0.82551, -2.22638, -4.05915)
H (4.80356, -4.59895, -2.88997)
H (3.30902, -4.65195, -3.83918)
H (3.66820, -5.95021, -2.69511)
H (3.06039, -3.03525, -1.95178)
H (3.52158, -4.28292, -0.80343)
H (-2.00761, -4.76791, 0.67866)
H (-0.36321, -4.96748, 1.26322)
H (-1.85004, -6.99378, -0.49360)
H (-1.50243, -7.18374, 1.23327)
H (-0.17643, -7.16406, 0.05132)
H (-1.16430, -2.39058, -3.24149)
H (-0.26504, -3.90938, -3.24079)
H (0.97749, -1.17072, -3.83205)
H (0.46788, -2.32212, -5.08793)
H (1.79038, -2.72656, -3.97525)
Se (2.63785, -0.16330, -0.59620)
F (-0.74800, 3.11230, -1.70608)
B (-1.99029, 3.78433, -1.71702)
F (-2.01516, 4.74060, -0.67841)
F (-2.17821, 4.42623, -2.95607)
F (-3.01156, 2.83045, -1.51538)

Cartesian forces (eV/Å) of the 6 atoms listed first:
Fe 0.6 -0.3 0.0
N 0.0 0.0 0.0
N 0.1 0.0 -0.1
C -0.1 0.0 0.0
O 0.0 0.0 0.0
O -0.1 0.1 0.0

natural (NBO) atomic charge list, values in e, 6 entries: atom 1 (Fe): 1.46, atom 2 (N): -0.70, atom 3 (N): -0.51, atom 4 (C): 0.88, atom 5 (O): -0.75, atom 6 (O): -0.86

No. 3
Below is an isolated ion of composition C11H13BrP and charge +1 in a non-equilibrium geometry, with properties calculated with ωB97M-V/def2-TZVPD.

Total charge: +1
Spin multiplicity: 1
Max |F| (eV Å⁻¹): 4.00
Orbital gap (eV): 6.083
Total energy (eV): -90939.8983
Relative energy (zero: lowest compared OMol25 entry of this formula, charge and spin) (eV): 2.325
E_HOMO (eV): -12.425

Geometry (Å):
C (3.75403, 2.38819, 0.45274)
C (3.52025, 1.31219, 1.34106)
C (3.18979, 2.32287, -0.79334)
C (2.80509, 0.22724, 0.89458)
C (2.37372, 1.25599, -1.18786)
C (2.24532, 0.19774, -0.39608)
C (-1.36329, -1.61698, -0.16667)
C (-2.76999, -1.52540, -0.10735)
C (-0.31854, -0.60951, -0.14073)
C (-3.59890, -0.51847, 0.02633)
C (-5.03476, -0.63277, -0.08843)
P (1.30612, -1.16146, -1.09879)
Br (1.75452, -2.88957, 0.36123)
H (4.43384, 3.15909, 0.61241)
H (4.02389, 1.30210, 2.32252)
H (3.24053, 3.15087, -1.54943)
H (2.76851, -0.56318, 1.62651)
H (1.84245, 1.18795, -2.08936)
H (-1.07690, -2.64205, 0.01477)
H (-3.14448, -2.45479, -0.40955)
H (-0.60372, 0.35327, -0.64909)
H (0.04339, -0.39896, 0.91776)
H (-3.26433, 0.42705, 0.38066)
H (-5.55264, 0.19934, -0.53491)
H (-5.20767, -0.89593, 0.87982)
H (-5.36621, -1.57483, -0.61879)

Cartesian forces (eV/Å) of the 6 atoms listed first:
C -0.8 -1.8 -0.5
C 0.9 0.9 -0.3
C -1.2 1.4 -1.8
C 0.3 0.1 0.7
C 1.0 1.5 -0.2
C 0.3 -2.1 2.5

natural (NBO) atomic charge list, values in e, 6 entries: atom 1 (C): -0.18, atom 2 (C): -0.17, atom 3 (C): -0.19, atom 4 (C): -0.23, atom 5 (C): -0.21, atom 6 (C): -0.41